C23H35Br2O2PdSSi as an isolated structure at a distorted geometry, computed with the ωB97M-V functional and the def2-TZVPD basis.

CARTESIAN COORDINATES (ANGSTROEM)
1 Pd -0.438 -1.077 0.408
2 Br -3.065 0.202 0.933
3 C -3.066 -0.822 2.571
4 Br -1.545 -2.036 2.714
5 H -3.966 -1.423 2.588
6 H -3.012 -0.125 3.397
7 C -4.419 -5.931 -1.448
8 C -3.645 -4.783 -0.806
9 C -2.977 -3.918 -1.872
10 S -2.243 -2.456 -1.083
11 O -0.920 -2.934 -0.484
12 C -1.807 -1.446 -2.565
13 C -0.324 -1.485 -2.922
14 C 0.131 -2.826 -3.492
15 H -4.903 -6.542 -0.689
16 H -3.753 -6.574 -2.026
17 H -5.189 -5.550 -2.121
18 H -2.881 -5.177 -0.133
19 H -4.327 -4.166 -0.215
20 H -3.709 -3.539 -2.588
21 H -2.187 -4.458 -2.395
22 H -2.122 -0.432 -2.305
23 H -2.419 -1.802 -3.393
24 H 0.288 -1.225 -2.047
25 H -0.154 -0.696 -3.656
26 H 0.114 -3.604 -2.730
27 H 1.147 -2.758 -3.876
28 H -0.516 -3.126 -4.319
29 C 2.049 3.708 3.145
30 C 1.092 2.528 3.040
31 C -0.343 2.979 3.298
32 C 1.504 1.414 4.003
33 Si 1.095 1.707 1.276
34 O -0.071 0.617 1.357
35 C 0.637 2.897 -0.135
36 C -0.274 2.412 -1.077
37 C -0.628 3.168 -2.186
38 C -0.072 4.425 -2.369
39 C 0.855 4.910 -1.459
40 C 1.208 4.148 -0.351
41 C 2.708 0.880 0.766
42 C 3.969 1.468 0.860
43 C 5.098 0.831 0.367
44 C 4.984 -0.408 -0.248
45 C 3.740 -1.010 -0.365
46 C 2.624 -0.369 0.144
47 H 2.015 4.107 4.166
48 H 1.770 4.521 2.475
49 H 3.082 3.420 2.949
50 H -0.424 3.405 4.304
51 H -1.037 2.138 3.227
52 H -0.657 3.741 2.582
53 H 1.464 1.782 5.035
54 H 2.524 1.075 3.809
55 H 0.837 0.553 3.925
56 H -0.710 1.426 -0.935
57 H -1.336 2.779 -2.908
58 H -0.360 5.028 -3.221
59 H 1.313 5.879 -1.612
60 H 1.948 4.537 0.337
61 H 4.075 2.443 1.318
62 H 6.068 1.303 0.461
63 H 5.865 -0.903 -0.635
64 H 3.651 -1.972 -0.854
65 H 1.644 -0.861 0.058

* electronic energy: -190785.0130 eV
* HOMO level: -11.227 eV
* net charge: +1
* LUMO energy: -5.811 eV
* orbital gap: 5.417 eV

Just the natural (NBO) charges please, in e? Sure, here they are: atom 1 (Pd): 1.021, atom 2 (Br): 0.124, atom 3 (C): -0.513, atom 4 (Br): 0.140, atom 5 (H): 0.245, atom 6 (H): 0.252, atom 7 (C): -0.603, atom 8 (C): -0.415, atom 9 (C): -0.572, atom 10 (S): 1.197, atom 11 (O): -0.946, atom 12 (C): -0.582, atom 13 (C): -0.400, atom 14 (C): -0.620, atom 15 (H): 0.232, atom 16 (H): 0.214, atom 17 (H): 0.210, atom 18 (H): 0.221, atom 19 (H): 0.207, atom 20 (H): 0.240, atom 21 (H): 0.249, atom 22 (H): 0.240, atom 23 (H): 0.246, atom 24 (H): 0.191, atom 25 (H): 0.242, atom 26 (H): 0.217, atom 27 (H): 0.235, atom 28 (H): 0.211, atom 29 (C): -0.611, atom 30 (C): -0.455, atom 31 (C): -0.613, atom 32 (C): -0.618, atom 33 (Si): 1.961, atom 34 (O): -1.135, atom 35 (C): -0.432, atom 36 (C): -0.235, atom 37 (C): -0.206, atom 38 (C): -0.205, atom 39 (C): -0.201, atom 40 (C): -0.209, atom 41 (C): -0.534, atom 42 (C): -0.122, atom 43 (C): -0.211, atom 44 (C): -0.199, atom 45 (C): -0.205, atom 46 (C): -0.161, atom 47 (H): 0.215, atom 48 (H): 0.211, atom 49 (H): 0.206, atom 50 (H): 0.211, atom 51 (H): 0.203, atom 52 (H): 0.217, atom 53 (H): 0.213, atom 54 (H): 0.215, atom 55 (H): 0.208, atom 56 (H): 0.174, atom 57 (H): 0.206, atom 58 (H): 0.221, atom 59 (H): 0.221, atom 60 (H): 0.210, atom 61 (H): 0.204, atom 62 (H): 0.224, atom 63 (H): 0.225, atom 64 (H): 0.217, atom 65 (H): 0.106

***

A 2-piece molecular cluster, CH7NO overall at a distorted geometry, computed with the ωB97M-V functional and the def2-TZVPD basis.

CARTESIAN COORDINATES (ANGSTROEM)
1 N -1.171 0.735 0.375
2 C 0.000 0.000 0.000
3 H -1.345 1.239 -0.502
4 H -1.876 -0.010 0.419
5 H 0.776 0.702 -0.347
6 H -0.269 -0.668 -0.835
7 H 0.418 -0.610 0.818
8 O 4.452 4.307 0.947
9 H 4.681 5.211 1.261
10 H 3.486 4.223 1.113

* electronic energy: -4687.5179 eV
* HOMO level: -9.582 eV
* net charge: 0
* LUMO energy: 0.874 eV
* orbital gap: 10.456 eV

Just the natural (NBO) charges please, in e? Sure, here they are: atom 1 (N): -0.808, atom 2 (C): -0.409, atom 3 (H): 0.342, atom 4 (H): 0.342, atom 5 (H): 0.186, atom 6 (H): 0.159, atom 7 (H): 0.187, atom 8 (O): -0.941, atom 9 (H): 0.470, atom 10 (H): 0.471

***

One molecule with the formula C3H3ClFNO3 at a distorted geometry, computed with the ωB97M-V functional and the def2-TZVPD basis.

CARTESIAN COORDINATES (ANGSTROEM)
1 C -0.153 0.236 0.877
2 C 0.313 1.672 0.621
3 C -0.241 -0.480 -0.512
4 N -0.385 -1.897 -0.565
5 O 0.609 -2.582 -0.320
6 O -0.353 -0.376 1.874
7 O -1.513 -2.237 -0.781
8 F -1.136 0.065 -1.295
9 Cl 1.692 0.022 -1.477
10 H 0.426 2.191 1.557
11 H -0.485 1.910 0.027
12 H 1.225 1.477 -0.005

* electronic energy: -26026.7894 eV
* HOMO level: -11.102 eV
* net charge: 0
* LUMO energy: -2.114 eV
* orbital gap: 8.988 eV

Just the natural (NBO) charges please, in e? Sure, here they are: atom 1 (C): 0.540, atom 2 (C): -0.724, atom 3 (C): 0.544, atom 4 (N): 0.434, atom 5 (O): -0.314, atom 6 (O): -0.450, atom 7 (O): -0.299, atom 8 (F): -0.275, atom 9 (Cl): -0.213, atom 10 (H): 0.247, atom 11 (H): 0.233, atom 12 (H): 0.277

***

C3H7FS as an isolated structure at a distorted geometry, computed with the ωB97M-V functional and the def2-TZVPD basis.

CARTESIAN COORDINATES (ANGSTROEM)
1 C -1.389 1.018 -0.247
2 C 1.177 -0.062 0.752
3 C 0.176 -0.180 -0.352
4 F 0.734 0.145 -1.553
5 S -0.664 -1.786 -0.452
6 H -1.592 1.091 0.809
7 H -1.032 1.935 -0.684
8 H -2.154 0.520 -0.812
9 H 2.000 -0.751 0.542
10 H 1.579 0.947 0.799
11 H 0.728 -0.332 1.702
12 H 0.437 -2.544 -0.503

* electronic energy: -16770.4843 eV
* HOMO level (spin up / spin down): -4.110 / -10.114 eV
* net charge: 0
* LUMO energy (spin up / spin down): 0.807 / -3.081 eV
* orbital gap (spin up / spin down): 4.917 / 7.033 eV
* spin multiplicity: 3

Just the natural (NBO) charges please, in e? Sure, here they are: atom 1 (C): -0.615, atom 2 (C): -0.711, atom 3 (C): 0.114, atom 4 (F): -0.368, atom 5 (S): 0.364, atom 6 (H): 0.202, atom 7 (H): 0.207, atom 8 (H): 0.208, atom 9 (H): 0.220, atom 10 (H): 0.237, atom 11 (H): 0.226, atom 12 (H): -0.085

***

A 3-piece molecular cluster, C4H17N2O2 overall at a distorted geometry, computed with the ωB97M-V functional and the def2-TZVPD basis.

CARTESIAN COORDINATES (ANGSTROEM)
1 C 1.147 -0.098 -0.591
2 C 1.235 -1.594 -0.196
3 C -0.106 -2.290 -0.194
4 C -2.411 -2.273 0.736
5 N -1.039 -1.811 0.838
6 N 0.333 0.668 0.419
7 H 0.600 -0.094 -1.530
8 H 2.137 0.306 -0.770
9 H 1.887 -2.093 -0.913
10 H 1.780 -1.704 0.748
11 H -0.012 -3.372 -0.071
12 H -0.621 -2.124 -1.151
13 H -2.834 -1.935 -0.213
14 H -2.976 -1.855 1.563
15 H -2.510 -3.366 0.730
16 H -0.666 -2.058 1.744
17 H -0.492 0.059 0.649
18 H 0.946 0.756 1.210
19 H 0.076 1.549 -0.019
20 H 0.483 4.188 1.719
21 H 1.695 3.546 0.996
22 O 0.733 3.508 1.074
23 H -0.262 3.298 -1.548
24 H -0.168 2.734 -2.888
25 O 0.112 2.520 -2.007

* electronic energy: -11493.2590 eV
* HOMO level: -12.879 eV
* net charge: +1
* LUMO energy: -2.758 eV
* orbital gap: 10.121 eV

Just the natural (NBO) charges please, in e? Sure, here they are: atom 1 (C): -0.225, atom 2 (C): -0.435, atom 3 (C): -0.233, atom 4 (C): -0.413, atom 5 (N): -0.662, atom 6 (N): -0.704, atom 7 (H): 0.226, atom 8 (H): 0.233, atom 9 (H): 0.252, atom 10 (H): 0.211, atom 11 (H): 0.202, atom 12 (H): 0.198, atom 13 (H): 0.200, atom 14 (H): 0.217, atom 15 (H): 0.189, atom 16 (H): 0.367, atom 17 (H): 0.469, atom 18 (H): 0.426, atom 19 (H): 0.469, atom 20 (H): 0.499, atom 21 (H): 0.485, atom 22 (O): -0.980, atom 23 (H): 0.484, atom 24 (H): 0.490, atom 25 (O): -0.966